Entry 1:
One molecule with the formula C19H18ClNO6S at a distorted geometry. Source: the OMol25 dataset; level of theory: ωB97M-V/def2-TZVPD.

XYZ file:
```
46
Properties=species:S:1:pos:R:3:forces:R:3
O -4.489 -1.322 0.501 0.003 0.023 0.029
C -3.512 -1.099 -0.172 -0.102 0.500 -0.337
C -2.291 -1.924 -0.114 0.252 -0.653 0.281
C -1.474 -2.172 -1.215 -0.261 0.048 0.075
C -0.323 -2.923 -1.066 0.058 -0.118 -0.058
C 0.033 -3.421 0.177 0.035 -0.008 -0.047
C -0.788 -3.202 1.270 -0.022 -0.040 0.095
C -1.951 -2.473 1.123 -0.131 0.031 -0.171
H -2.599 -2.288 1.966 -0.055 0.021 0.080
H -0.519 -3.599 2.238 0.022 -0.029 0.084
H 0.948 -3.985 0.288 0.073 -0.055 0.008
H 0.304 -3.116 -1.923 0.033 -0.029 -0.070
H -1.732 -1.794 -2.191 -0.003 0.103 -0.054
C -3.492 0.125 -1.106 -0.431 -0.234 -0.298
H -4.500 0.547 -1.145 0.197 -0.143 0.014
H -3.142 -0.146 -2.107 -0.101 0.057 0.121
O -2.658 1.154 -0.572 -0.304 0.084 0.365
C -1.430 1.274 -1.047 0.202 0.451 -0.884
O -0.983 0.646 -1.975 -0.153 0.088 -0.036
C -0.688 2.457 -0.440 -0.625 -0.068 0.070
N 0.678 2.094 -0.070 0.100 -1.151 0.164
S 0.733 0.665 0.843 0.502 -0.219 -0.279
O -0.539 0.012 0.727 0.253 0.143 0.019
O 1.205 0.938 2.177 0.358 0.029 -0.024
C 1.970 -0.305 -0.003 -0.211 0.353 0.298
C 3.016 -0.845 0.722 -0.082 0.078 0.146
C 3.956 -1.631 0.080 -0.030 -0.058 -0.135
C 3.828 -1.860 -1.284 -0.230 0.197 0.225
C 2.777 -1.313 -2.009 0.026 0.019 0.111
C 1.838 -0.531 -1.360 0.033 -0.013 -0.119
H 1.001 -0.105 -1.889 -0.037 0.042 -0.144
H 2.698 -1.501 -3.068 0.000 -0.023 -0.090
Cl 4.991 -2.842 -2.089 0.179 -0.144 -0.128
H 4.779 -2.065 0.626 0.068 -0.032 0.029
H 3.080 -0.643 1.779 0.089 -0.016 0.125
C 1.155 3.257 0.662 0.242 0.448 0.417
H 1.997 2.976 1.290 0.028 0.248 -0.032
H 1.474 4.008 -0.064 -0.006 -0.060 0.001
C -0.047 3.754 1.509 -0.021 0.201 -0.397
O 0.072 3.433 2.860 0.025 -0.184 0.566
H 0.357 2.506 2.937 -0.077 0.207 -0.002
H -0.120 4.846 1.479 0.039 -0.130 -0.084
C -1.273 3.093 0.822 0.140 0.156 -0.063
H -2.064 3.805 0.601 -0.068 -0.013 0.034
H -1.672 2.313 1.472 -0.013 0.073 0.018
H -0.604 3.201 -1.245 0.006 -0.180 0.077
```
Forces are in eV/Å.

As for the SMILES: O=C(COC(=O)[C@H]1C[C@@H](O)CN1S(=O)(=O)c1ccc(Cl)cc1)c1ccccc1. For the gap between HOMO and LUMO, the calculation gives 9.545 eV. As for the total charge: 0. The energy above the lowest of the compared OMol25 structures with the same formula, charge and spin comes out at 11.3 kcal/mol. For the LUMO energy, the calculation gives 0.194 eV.


Entry 2:
C19H18CrNO as an isolated structure at a distorted geometry. Source: the OMol25 dataset; level of theory: ωB97M-V/def2-TZVPD.

XYZ file:
```
40
Properties=species:S:1:pos:R:3:forces:R:3
C -1.752 3.809 1.653 -0.775 0.248 -0.387
C -0.726 3.748 0.537 0.774 0.454 -0.518
C -1.045 2.673 -0.354 -1.441 -0.444 0.673
H -0.082 4.596 0.297 -0.325 -0.207 -0.046
C -1.978 1.795 0.339 -0.039 1.345 -0.753
C -2.169 2.334 1.667 0.001 -0.146 -0.056
H -2.873 1.945 2.397 0.034 0.069 -0.205
H -2.619 4.450 1.362 0.002 0.286 0.338
H -0.648 2.513 -1.356 -0.097 0.092 0.273
H -2.456 0.910 -0.075 0.286 0.143 0.181
C 2.368 1.418 1.883 -0.632 -0.185 1.087
C 2.027 2.387 2.883 0.211 -1.081 -0.188
C 0.985 1.851 3.699 0.059 -0.697 -0.943
H 2.561 3.317 3.071 -0.348 -0.114 -0.225
C 0.646 0.539 3.206 1.446 0.403 -0.319
C 1.537 0.251 2.087 -0.307 1.023 0.806
H 1.649 -0.709 1.587 -0.227 0.306 -0.030
H 3.167 1.516 1.153 -0.222 -0.033 0.096
H 0.588 2.328 4.596 -0.106 -0.094 -0.474
H -0.088 -0.140 3.639 0.240 0.225 -0.188
Cr -0.113 1.832 1.355 1.849 -1.244 1.422
O -0.108 -0.757 -0.891 -0.165 -1.114 -2.074
C 0.361 -0.388 -2.203 -1.278 -0.909 0.619
C -0.636 -1.523 -2.076 0.920 2.029 0.811
H -0.035 0.556 -2.578 0.310 -0.044 0.147
H 1.407 -0.639 -2.417 -0.416 0.170 0.050
H -1.693 -1.292 -2.285 0.584 -0.120 0.133
H -2.026 -3.477 -3.324 0.338 -0.208 0.122
C -1.030 -3.820 -3.024 0.455 0.708 0.369
C -0.193 -2.908 -2.320 0.481 -1.540 -0.190
C 1.102 -3.350 -1.949 -0.529 -0.144 -0.303
H 1.767 -2.671 -1.410 -0.261 -0.227 -0.091
C 1.540 -4.640 -2.286 -0.359 0.382 -0.026
H 2.546 -4.951 -1.998 -0.334 0.055 -0.091
C 0.706 -5.509 -2.999 -0.196 0.269 0.072
H 1.059 -6.503 -3.269 -0.081 0.203 0.062
C -0.584 -5.099 -3.366 0.306 0.224 0.165
H -1.238 -5.767 -3.933 0.231 0.207 0.233
N -0.735 4.977 3.801 -0.707 -0.814 -1.066
C -1.189 4.399 2.899 0.319 0.523 0.512
```
Forces are in eV/Å.

For the gap between HOMO and LUMO (alpha / beta), the calculation gives 3.825 / 4.806 eV. As for the total charge: -1. The spin multiplicity is 5. As for the expectation value of S²: 6.1343. For the LUMO energy (alpha / beta), the calculation gives 2.525 / 2.524 eV.